No. 1
ORCA calculation (ωB97M-V/def2-TZVPD) on a 2-piece molecular cluster, C3H11N2S overall.

```
17
Properties=species:S:1:pos:R:3:mulliken_charge:R:1
C -1.84 0.15 1.80 -0.945
C -2.61 0.80 0.65 -0.388
S -1.77 0.69 -0.95 -0.305
H -1.02 0.79 2.08 0.250
H -1.45 -0.80 1.43 0.284
H -2.53 -0.14 2.60 0.338
H -3.53 0.24 0.48 0.304
H -2.87 1.82 0.93 0.376
H -1.75 -0.65 -1.01 0.157
N 1.58 0.39 -0.72 -0.207
C 2.24 -0.55 -1.34 0.292
N 3.46 -0.97 -1.00 -0.318
H 1.95 0.98 0.02 0.227
H 0.65 0.59 -1.10 0.092
H 1.85 -0.90 -2.29 0.330
H 3.76 -1.83 -1.41 0.264
H 3.88 -0.61 -0.16 0.249
```

As for the charge: +1. Its energy above the lowest of the compared OMol25 structures with the same formula, charge and spin is 0.418 eV. The value obtained for the gap between HOMO and LUMO is 0.325 hartree. The HOMO energy comes out at -12.61 eV.



No. 2
ORCA calculation (ωB97M-V/def2-TZVPD) on the molecule C4H12N2S.

```
19
Properties=species:S:1:pos:R:3:mulliken_charge:R:1
C 0.93 1.00 -0.11 -0.907
N -0.30 0.57 -0.74 -0.309
C -1.12 -0.34 0.06 -0.474
C -2.29 0.38 0.72 -0.661
S -3.15 -0.60 1.96 -0.234
C 1.98 -0.14 0.04 -0.357
N 2.34 -0.63 -1.29 -0.550
H 0.78 1.40 0.89 0.277
H 1.42 1.76 -0.72 0.450
H -0.10 0.05 -1.59 0.331
H -1.50 -1.21 -0.48 0.425
H -0.52 -0.78 0.87 0.227
H -2.94 0.66 -0.12 0.326
H -2.00 1.30 1.21 0.303
H -3.55 -1.72 1.27 0.111
H 1.55 -0.92 0.67 0.300
H 2.85 0.27 0.57 0.327
H 2.42 0.14 -1.93 0.199
H 3.19 -1.18 -1.29 0.216
```

As for the charge: 0. As for the structure (SMILES): NCCNCCS. Its energy above the lowest of the compared OMol25 structures with the same formula, charge and spin is 0.497 eV. The value obtained for the gap between HOMO and LUMO is 0.363 hartree. The HOMO energy comes out at -8.83 eV.



No. 3
ORCA calculation (ωB97M-V/def2-TZVPD) on a 5-piece molecular cluster, C18H23Br8O2PS overall.

```
53
Properties=species:S:1:pos:R:3:mulliken_charge:R:1
O 5.55 0.30 -2.32 -0.563
C 4.69 -0.50 -2.05 0.427
C 5.04 -1.91 -1.74 -0.399
C 4.12 -2.86 -1.92 -0.525
C 2.77 -2.52 -2.42 0.196
O 2.14 -3.37 -3.01 -0.586
C 2.28 -1.13 -2.19 0.658
C 0.91 -0.83 -2.15 0.217
P -0.48 -1.99 -2.25 0.443
S -1.55 -1.88 -0.61 -0.370
C 0.54 0.49 -2.00 -0.447
C 1.50 1.49 -1.87 -0.889
C 2.85 1.20 -1.85 -0.148
C 3.25 -0.13 -2.03 -0.376
H 6.02 -2.18 -1.38 0.448
H 4.33 -3.90 -1.74 0.451
H -1.33 -1.67 -3.32 -0.116
H -0.10 -3.32 -2.43 0.049
H -0.50 0.79 -1.98 0.393
H 1.16 2.51 -1.78 0.429
H 3.55 2.00 -1.72 0.600
Br -3.81 1.85 -2.52 -0.114
C -4.56 1.15 -4.18 -0.613
C -3.98 -0.20 -4.52 -0.502
Br -2.17 -0.03 -5.23 -0.145
H -4.37 1.89 -4.94 0.383
H -5.63 1.07 -4.00 0.345
H -4.55 -0.67 -5.31 0.378
H -3.92 -0.86 -3.66 0.296
Br -5.57 -3.43 -1.00 -0.127
C -5.49 -3.40 0.95 -0.584
C -5.85 -2.04 1.49 -0.595
Br -4.38 -0.78 1.28 -0.109
H -4.49 -3.72 1.23 0.361
H -6.22 -4.14 1.27 0.350
H -6.03 -2.10 2.57 0.330
H -6.72 -1.61 1.01 0.360
Br 2.67 0.98 4.09 -0.102
C 4.49 1.11 3.42 -0.563
C 4.52 1.71 2.04 -0.694
Br 3.96 0.44 0.67 0.022
H 4.91 0.12 3.46 0.361
H 5.01 1.76 4.13 0.351
H 5.54 1.99 1.77 0.372
H 3.87 2.58 1.94 0.389
Br -1.08 1.09 5.46 -0.111
C -0.04 2.63 6.04 -0.399
C -0.82 3.91 5.93 -0.597
Br -0.95 4.52 4.09 -0.134
H 0.87 2.64 5.45 0.141
H 0.22 2.43 7.08 0.326
H -0.32 4.71 6.47 0.344
H -1.84 3.81 6.30 0.389
```

As for the charge: 0. As for the structure (SMILES): O=C1C=CC(=O)c2c([PH2]=S)cccc21.BrCCBr.BrCCBr.BrCCBr.BrCCBr. The value obtained for the gap between HOMO and LUMO is 0.252 hartree. The HOMO energy comes out at -8.02 eV.



No. 4
ORCA calculation (ωB97M-V/def2-TZVPD) on C40H62N6NaO as an isolated structure.

```
110
Properties=species:S:1:pos:R:3:mulliken_charge:R:1
Na 0.65 0.56 0.96 0.897
N 0.67 0.90 3.38 -0.410
C 1.45 0.93 4.61 -0.765
C 2.69 1.82 4.42 0.171
C 3.93 1.09 3.91 -1.106
C 3.78 0.26 2.64 -0.071
N 3.40 1.04 1.47 -0.337
H 0.29 1.82 3.17 0.143
H -0.13 0.29 3.46 0.183
H 1.76 -0.09 4.85 0.395
H 0.87 1.29 5.47 0.453
H 2.95 2.29 5.37 0.414
H 2.42 2.63 3.75 -0.391
H 4.28 0.41 4.69 0.375
H 4.73 1.83 3.76 0.402
H 3.01 -0.50 2.79 -0.294
H 4.73 -0.27 2.49 0.467
H 3.55 0.50 0.63 0.221
H 3.97 1.88 1.38 0.241
C -4.64 -1.25 -0.06 -1.324
C -3.79 -2.05 0.95 0.402
C -3.56 -1.25 2.23 -1.211
C -2.54 -2.77 0.44 -0.599
C -2.75 -4.07 0.01 -0.393
C -1.74 -5.00 -0.13 -1.641
C -0.47 -4.62 0.29 -0.271
C -0.18 -3.33 0.69 0.125
C 1.21 -3.07 1.24 -0.008
C 2.08 -2.10 0.42 0.634
C 1.15 -2.66 2.71 -1.446
C -1.19 -2.31 0.62 0.351
N -0.83 -1.02 0.76 1.253
C -1.56 -0.11 -0.01 -1.226
C -1.52 1.25 -0.05 -0.977
N -0.73 2.18 0.64 0.486
C -1.22 3.46 0.56 -0.415
C -2.62 3.75 0.64 -0.564
C -3.09 5.03 0.40 -0.220
C -2.23 6.09 0.15 -1.626
C -0.87 5.84 0.21 -0.754
C -0.35 4.58 0.42 0.775
C 1.16 4.48 0.58 0.420
C 1.86 3.65 -0.49 -1.262
C 1.54 4.01 1.97 -0.630
C -3.59 2.72 1.20 3.878
C -3.70 2.92 2.72 -1.634
C -4.98 2.75 0.55 -2.029
H -5.65 -1.11 0.34 0.472
H -4.72 -1.79 -1.01 0.266
H -4.23 -0.26 -0.25 0.090
H -4.44 -2.88 1.25 0.639
H -2.94 -0.37 2.06 -0.216
H -3.07 -1.87 2.98 0.316
H -4.52 -0.91 2.64 0.508
H -3.78 -4.39 -0.16 0.461
H -1.94 -6.01 -0.46 0.326
H 0.33 -5.36 0.31 0.312
H 1.73 -4.04 1.20 0.678
H 1.53 -1.17 0.29 -0.861
H 2.28 -2.50 -0.57 -0.264
H 3.03 -1.92 0.92 0.545
H 0.72 -1.67 2.80 -0.079
H 2.15 -2.66 3.16 0.465
H 0.53 -3.36 3.26 0.463
H -2.17 -0.55 -0.80 0.619
H -2.17 1.67 -0.83 0.339
H -4.16 5.22 0.45 0.262
H -2.61 7.08 -0.05 0.339
H -0.18 6.67 0.07 0.358
H 1.53 5.51 0.47 0.647
H 1.46 2.63 -0.51 -0.167
H 2.93 3.60 -0.29 0.450
H 1.73 4.09 -1.48 0.356
H 1.32 2.95 2.07 -0.647
H 0.98 4.55 2.73 0.249
H 2.60 4.15 2.16 0.502
H -3.19 1.73 1.04 -1.880
H -4.08 3.91 2.95 0.386
H -2.73 2.80 3.18 0.263
H -4.38 2.18 3.15 0.408
H -5.55 3.63 0.86 0.476
H -5.55 1.87 0.85 0.357
H -4.90 2.76 -0.53 0.425
C 3.26 -4.30 -6.40 -1.114
C 1.96 -4.34 -5.62 -0.712
N 1.81 -3.20 -4.73 0.329
C 2.37 -3.37 -3.39 -1.181
C 1.45 -4.15 -2.46 -0.558
C 1.19 -2.10 -5.23 0.544
O 0.82 -2.08 -6.41 -0.705
C 0.95 -0.86 -4.40 -0.003
C 0.82 0.32 -5.12 -0.666
C 0.51 1.50 -4.47 -1.047
C 0.34 1.46 -3.09 -0.179
N 0.48 0.35 -2.38 0.174
C 0.76 -0.78 -3.02 -0.063
H 3.34 -5.16 -7.06 0.392
H 4.13 -4.30 -5.73 0.291
H 3.30 -3.39 -7.00 0.275
H 1.90 -5.25 -5.01 0.287
H 1.11 -4.34 -6.31 0.458
H 2.65 -2.41 -2.98 0.726
H 3.31 -3.93 -3.52 0.171
H 0.51 -3.64 -2.28 0.127
H 1.92 -4.31 -1.50 0.142
H 1.21 -5.13 -2.88 0.527
H 0.93 0.29 -6.20 0.492
H 0.37 2.42 -5.01 0.458
H 0.06 2.34 -2.53 0.355
H 0.78 -1.66 -2.38 0.535
```

As for the charge: -1. Its energy above the lowest of the compared OMol25 structures with the same formula, charge and spin is 0.475 eV. The value obtained for the gap between HOMO and LUMO is 0.143 hartree. The HOMO energy comes out at -2.13 eV.



Question: What is the formula in the first record?
Answer: C3H11N2S



Question: Number 3 is which compound?
Answer: C18H23Br8O2PS



Question: charge of number 1 (C3H11N2S)?
Answer: +1